No. 1
{
  "formula": "C22H23FN6O2",
  "method": "ωB97M-V with the def2-TZVPD basis set",
  "symbols": ["C", "C", "N", "C", "C", "C", "C", "H", "H", "C", "O", "N", "C", "H", "C", "H", "H", "C", "N", "C", "C", "C", "N", "H", "H", "N", "C", "O", "N", "C", "C", "C", "C", "C", "C", "H", "H", "H", "F", "H", "H", "H", "H", "C", "H", "H", "C", "H", "H", "H", "H", "H", "H", "H"],
  "coordinates": [[-1.015942, -6.370601, -0.006539], [-0.371109, -4.993636, -0.070827], [0.579771, -4.850037, -0.838589], [1.323647, -3.845237, -0.950620], [0.977769, -2.835914, -0.314905], [0.080773, -2.976548, 0.767144], [-0.503114, -4.175459, 0.823515], [-1.653268, -4.276691, 1.515023], [-0.346947, -2.163889, 1.466669], [1.895833, -1.533096, -0.155570], [2.425124, -1.205095, 1.098733], [1.884383, -1.009793, -1.210263], [1.040639, -1.069055, -2.589035], [0.492818, -1.901551, -2.204570], [0.011081, 0.136501, -2.437397], [-0.423493, 0.076458, -3.192102], [-0.372672, 0.160128, -1.600902], [1.035805, 1.447992, -2.463108], [-0.010064, 2.761467, -2.488776], [-0.709264, 3.186743, -1.563350], [-1.384407, 4.252004, -2.262353], [-0.537118, 4.350915, -3.292781], [0.195059, 3.442273, -3.509833], [-0.618095, 5.143451, -4.103117], [-2.340663, 4.946642, -1.766585], [-1.099185, 2.677796, -0.436440], [-2.028745, 2.938104, 0.225900], [-3.036396, 3.866547, 0.244868], [-2.048009, 2.198824, 1.608080], [-1.168441, 1.448587, 2.161276], [-1.806117, 0.330653, 2.970790], [-0.900151, -0.596685, 3.446404], [0.562013, -0.283702, 3.463028], [1.055573, 0.726545, 2.621046], [0.165435, 1.603247, 2.077146], [0.438872, 2.635615, 1.823065], [1.918094, 0.951208, 2.604683], [1.477705, -0.948875, 4.015349], [-1.274251, -1.600118, 4.238452], [-2.724366, 0.049810, 3.160875], [-2.893256, 2.461988, 2.016262], [-0.324265, 1.732521, 0.035428], [1.531509, 1.387389, -3.410421], [2.058624, 1.466461, -1.424740], [1.408391, 1.486414, -0.290724], [2.589490, 2.554498, -1.552473], [2.907263, 0.341587, -1.467113], [3.596625, 0.358701, -0.666109], [3.272593, 0.260540, -2.258880], [1.661919, -1.145815, -3.204793], [2.102381, -3.831501, -1.575390], [-1.074073, -6.898507, 0.962112], [-2.279924, -6.111693, -0.273777], [-0.544249, -7.022975, -0.835679]],
  "atomic_forces_ev_per_a": [[-3.7, 0.1, -2.6], [-1.1, -10.3, -3.1], [3.0, -5.8, -6.1], [0.7, -2.8, -2.5], [0.0, 9.9, 9.1], [-0.8, 2.8, 0.4], [-8.7, 7.2, 10.9], [4.0, 0.2, -1.5], [1.6, -1.1, -1.4], [-0.7, -5.9, 12.9], [-2.0, -1.3, -6.5], [4.1, 10.1, -12.0], [-9.7, 1.3, 15.3], [-0.6, -1.2, -1.7], [15.8, 1.7, 2.5], [-8.0, -0.1, -11.6], [-4.5, -0.5, 8.0], [-5.4, -0.3, -0.7], [10.1, -12.7, 1.0], [-6.1, 5.9, -1.7], [-3.1, 2.5, 5.8], [-7.2, 12.6, -5.4], [6.4, -4.5, -4.3], [0.0, -0.8, 1.1], [3.4, -2.2, -1.8], [11.0, -8.4, -2.1], [-13.6, 5.9, 11.9], [4.9, -4.5, -1.3], [-1.9, 4.9, -5.7], [-2.1, -5.3, 3.6], [7.8, 0.2, -1.7], [3.3, 2.7, 1.3], [1.8, -1.9, -0.6], [-11.3, -4.5, 3.0], [0.2, 2.2, -1.5], [0.4, -0.5, -0.4], [11.7, 2.4, -0.2], [-3.3, 1.6, -1.5], [-0.4, -0.4, -0.2], [-5.2, -0.3, 0.2], [-1.5, 0.1, 0.7], [-2.6, 3.2, -0.9], [-0.2, 0.8, -0.9], [-3.2, 5.6, 4.2], [2.4, 0.1, -2.9], [-0.8, -2.6, 0.6], [-6.2, -2.6, 12.6], [0.8, -0.4, 0.8], [5.9, -2.0, -12.4], [8.8, -1.1, -10.0], [3.1, -0.3, -2.6], [0.4, 0.6, -0.4], [3.6, -1.2, 0.6], [-1.1, 1.0, 1.4]],
  "nbo_charge": [-0.61, 0.15, -0.41, 0.02, -0.16, -0.13, -0.17, 0.18, 0.25, 0.65, -0.74, -0.38, -0.12, 0.23, -0.33, 0.18, 0.19, -0.02, -0.11, 0.24, -0.33, -0.04, -0.30, 0.18, 0.29, -0.60, 0.80, -0.70, -0.63, 0.22, -0.32, 0.41, -0.28, -0.09, -0.37, 0.24, 0.18, 0.25, -0.32, 0.22, 0.42, 0.43, 0.21, -0.41, 0.19, 0.26, -0.19, 0.25, 0.16, 0.16, 0.18, 0.23, 0.19, 0.24],
  "homo_ev": -8.068
}

=====

No. 2
{
  "formula": "C22H23IrN8S5Si",
  "method": "ωB97M-V with the def2-TZVPD basis set",
  "symbols": ["Ir", "N", "C", "N", "C", "C", "S", "C", "C", "S", "C", "N", "N", "H", "H", "H", "H", "H", "H", "S", "C", "C", "C", "C", "N", "C", "C", "C", "S", "C", "N", "H", "H", "C", "Si", "C", "C", "C", "H", "H", "H", "H", "H", "H", "H", "H", "H", "H", "H", "S", "C", "N", "C", "C", "C", "N", "H", "H", "H", "H"],
  "coordinates": [[0.123414, -0.634720, -0.491057], [0.041078, 2.909988, 0.625649], [-0.616235, 2.046523, 1.419630], [-0.671273, 0.755272, 1.238707], [-1.303349, 0.118453, 2.285139], [-1.770597, 0.933690, 3.258741], [-1.408076, 2.578687, 2.885211], [-1.341165, -1.330170, 2.257413], [-1.883652, -2.149858, 3.186333], [-1.608757, -3.797413, 2.761625], [-0.778800, -3.268244, 1.320544], [-0.723537, -1.965272, 1.197031], [-0.200466, -4.151523, 0.492177], [0.239569, 2.566869, -0.307337], [-0.133369, 3.893455, 0.729340], [-2.274589, 0.671705, 4.173248], [-2.409488, -1.890723, 4.089163], [-0.480068, -5.114206, 0.564960], [-0.044976, -3.806003, -0.449720], [1.551910, -0.681070, -2.457468], [1.339070, 0.846787, -3.242000], [2.306794, 1.275816, -4.153703], [2.175942, 2.484686, -4.818595], [3.202492, 2.917525, -5.713035], [4.044160, 3.255138, -6.419675], [1.038787, 3.284737, -4.595773], [0.075173, 2.858154, -3.692302], [0.221052, 1.658400, -3.001440], [-0.988194, 1.184689, -1.843082], [0.876103, 4.531016, -5.271033], [0.721823, 5.544195, -5.793342], [3.174983, 0.654768, -4.328293], [-0.800393, 3.469963, -3.517118], [1.769390, -2.021478, 3.122279], [2.454985, -0.479888, 2.264247], [1.940342, 1.113413, 3.148415], [4.347474, -0.588747, 2.383696], [2.080629, -0.421966, 0.424961], [2.333034, -2.248603, 4.029601], [1.845827, -2.885960, 2.458111], [0.721856, -1.908186, 3.408046], [2.544815, 1.276062, 4.043247], [0.894147, 1.094241, 3.461741], [2.079062, 1.975686, 2.492452], [4.672525, -0.572727, 3.427086], [4.828184, 0.246339, 1.870499], [4.714952, -1.512619, 1.932177], [2.631573, -1.232597, -0.057979], [2.480062, 0.508399, 0.012941], [-1.255145, -2.245964, -2.020732], [-2.767342, -1.847838, -1.330672], [-3.355271, -0.696648, -1.802484], [-4.559559, -0.291755, -1.363270], [-5.197992, -1.032709, -0.412377], [-4.559625, -2.188953, 0.045619], [-3.380593, -2.587065, -0.407467], [-2.827614, -0.147861, -2.476769], [-4.957944, 0.609896, -1.804914], [-6.162735, -0.734065, -0.032036], [-5.010380, -2.829699, 0.793670]],
  "atomic_forces_ev_per_a": [[-0.8, 1.7, -1.0], [0.1, -0.1, 0.0], [-0.1, 0.3, 0.3], [0.2, -0.8, -0.4], [-0.1, 0.4, 0.3], [0.0, 0.0, 0.0], [0.1, -0.2, -0.3], [-0.3, -0.3, 0.1], [-0.1, 0.0, -0.1], [0.1, 0.2, -0.3], [-0.2, 0.0, 0.5], [0.8, 0.1, -0.5], [0.2, 0.1, -0.3], [0.0, 0.0, 0.0], [0.0, 0.0, 0.0], [0.0, 0.0, 0.0], [0.0, 0.0, 0.0], [0.0, 0.0, 0.0], [0.0, 0.0, 0.0], [-0.1, -0.6, 0.8], [-0.2, 0.0, 0.1], [0.0, 0.1, 0.0], [-0.4, -0.1, 0.2], [0.3, 0.1, -0.2], [-0.1, 0.0, 0.0], [0.2, -0.3, 0.0], [0.0, -0.1, 0.1], [0.2, 0.3, -0.5], [0.8, -1.2, 1.0], [-0.1, 0.3, -0.1], [0.0, -0.1, 0.0], [0.0, 0.0, 0.0], [0.0, 0.0, 0.0], [0.0, 0.2, 0.0], [0.3, 0.0, -0.2], [0.0, -0.3, 0.0], [-0.3, 0.0, 0.1], [-1.0, 0.0, 0.1], [0.0, 0.0, 0.0], [0.0, 0.0, 0.0], [0.1, 0.0, 0.0], [0.0, 0.0, 0.0], [0.1, 0.0, 0.0], [0.0, 0.0, 0.0], [0.0, 0.0, 0.0], [0.0, 0.0, 0.0], [0.0, 0.0, 0.0], [0.1, 0.0, 0.1], [0.1, 0.0, 0.0], [-0.3, 0.4, 0.4], [1.1, 0.3, -0.9], [-1.1, -0.5, 0.3], [0.5, -0.1, -0.1], [-0.5, 0.1, 0.2], [0.7, -0.1, -0.4], [-0.7, -0.2, 0.7], [0.2, 0.1, 0.0], [0.0, 0.0, 0.0], [0.0, 0.0, 0.0], [-0.1, 0.1, 0.0]],
  "nbo_charge": [0.64, -0.79, 0.31, -0.53, 0.11, -0.43, 0.40, 0.11, -0.44, 0.40, 0.32, -0.56, -0.79, 0.43, 0.40, 0.25, 0.25, 0.40, 0.43, -0.06, -0.22, -0.17, -0.13, 0.27, -0.29, -0.17, -0.21, -0.10, -0.19, 0.29, -0.31, 0.24, 0.23, -1.11, 1.63, -1.11, -1.10, -1.13, 0.24, 0.24, 0.22, 0.24, 0.22, 0.24, 0.23, 0.23, 0.23, 0.23, 0.23, -0.14, 0.27, -0.52, 0.12, -0.35, 0.14, -0.47, 0.47, 0.23, 0.24, 0.21],
  "homo_ev": -7.095
}

=====

No. 3
{
  "formula": "C22H23N3O2S",
  "method": "ωB97M-V with the def2-TZVPD basis set",
  "symbols": ["C", "C", "N", "C", "O", "C", "C", "C", "C", "C", "C", "C", "C", "N", "C", "C", "C", "C", "C", "C", "C", "C", "O", "N", "C", "C", "C", "S", "H", "H", "H", "H", "H", "H", "H", "H", "H", "H", "H", "H", "H", "H", "H", "H", "H", "H", "H", "H", "H", "H", "H"],
  "coordinates": [[-2.477498, 4.483231, 1.925449], [-2.554568, 3.342111, 0.939357], [-1.406264, 2.341725, 1.026074], [-0.525186, 2.226611, -0.058549], [-0.512970, 3.100174, -0.938481], [0.578182, 1.148526, -0.097615], [0.704975, 0.244552, -1.298479], [-0.517536, -0.573443, -1.573588], [-1.718250, 0.098195, -1.813356], [-2.896815, -0.622536, -1.966130], [-2.839642, -2.024152, -1.978478], [-1.624846, -2.694875, -1.909602], [-0.434609, -1.972411, -1.744875], [0.776308, -2.636325, -1.810492], [0.721287, -4.100601, -1.970909], [1.978655, -1.955373, -1.712468], [3.193162, -2.647794, -1.905629], [4.403555, -1.963929, -1.969064], [4.409805, -0.565695, -1.909423], [3.210551, 0.128046, -1.720673], [1.997668, -0.548646, -1.496965], [0.729931, 0.551246, 1.312165], [1.842779, 0.133605, 1.680253], [-0.343813, 0.593244, 2.191835], [-0.205377, -0.203360, 3.455632], [0.186617, 0.598393, 4.670130], [-1.392269, 1.506989, 2.133750], [-2.560953, 1.592247, 3.323473], [-3.344747, 5.140421, 1.762451], [-2.527140, 4.154440, 2.977014], [-1.572565, 5.086898, 1.776628], [-3.434834, 2.735582, 1.163222], [-2.571353, 3.694302, -0.092643], [1.472767, 1.774546, -0.127088], [0.757455, 0.950570, -2.153197], [-1.702800, 1.184648, -1.923226], [-3.837150, -0.084944, -2.057792], [-3.754666, -2.612180, -2.062507], [-1.589788, -3.778821, -1.984511], [1.704504, -4.562317, -1.960352], [0.152004, -4.530703, -1.138771], [0.235598, -4.400242, -2.909852], [3.201780, -3.734109, -2.007320], [5.327252, -2.536252, -2.073568], [5.350538, -0.022259, -1.996176], [3.208370, 1.219070, -1.786700], [-1.200578, -0.626339, 3.584771], [0.532593, -0.972053, 3.224699], [0.300448, -0.105394, 5.506545], [1.147885, 1.110642, 4.527756], [-0.578433, 1.334736, 4.967284]],
  "atomic_forces_ev_per_a": [[0.2, 0.6, 0.3], [0.5, -0.9, 0.0], [-0.4, 0.2, -0.1], [0.4, 1.8, -1.7], [-0.3, -1.6, 1.4], [0.2, 1.0, 2.8], [0.1, 0.0, -2.2], [0.0, -0.5, -0.4], [-0.1, -0.6, 0.1], [0.0, -0.3, 0.0], [-0.2, 0.3, 0.1], [-0.3, 0.2, 0.0], [-0.6, 0.4, 0.1], [-0.1, -1.1, 0.3], [-0.1, 0.2, 0.2], [0.6, 0.5, 0.1], [0.2, 0.3, 0.1], [-0.4, 0.2, 0.2], [-0.1, 0.0, 0.0], [-0.1, -0.6, 0.2], [0.4, -0.4, -0.3], [2.5, -0.5, 0.1], [-2.5, 0.4, -0.8], [-0.1, 0.1, 0.8], [-0.4, 0.1, -0.8], [0.3, 0.3, 0.6], [-0.1, -0.4, -0.3], [0.4, -0.3, -0.7], [0.2, -0.2, -0.1], [0.1, 0.1, -0.6], [-0.2, -0.1, 0.0], [0.0, 0.2, -0.2], [0.1, -0.1, 0.2], [0.1, 0.1, -0.1], [-0.2, 0.1, 0.5], [-0.1, -0.3, 0.3], [0.1, -0.2, -0.1], [0.2, 0.2, 0.0], [-0.2, 0.4, 0.0], [-0.3, 0.2, 0.1], [0.1, 0.0, -0.1], [0.1, 0.3, 0.1], [0.1, 0.6, 0.0], [-0.2, 0.3, 0.0], [-0.3, -0.1, -0.1], [0.0, -0.3, 0.3], [0.2, -0.3, 0.2], [-0.2, 0.1, 0.1], [0.0, 0.2, -0.2], [-0.2, -0.2, 0.0], [0.4, -0.4, -0.2]],
  "nbo_charge": [-0.63, -0.21, -0.48, 0.72, -0.59, -0.39, -0.26, 0.00, -0.23, -0.23, -0.19, -0.26, 0.16, -0.42, -0.41, 0.26, -0.28, -0.18, -0.25, -0.17, -0.07, 0.70, -0.57, -0.47, -0.22, -0.63, 0.32, -0.15, 0.22, 0.23, 0.21, 0.22, 0.24, 0.28, 0.24, 0.23, 0.22, 0.22, 0.22, 0.22, 0.20, 0.20, 0.21, 0.22, 0.22, 0.21, 0.22, 0.23, 0.22, 0.22, 0.23],
  "smiles": "CCN1C(=O)C(C2c3ccccc3N(C)c3ccccc32)C(=O)N(CC)C1=S",
  "homo_ev": -7.468
}

=====

Record order is preserved below.
DFT total energy: -38917.26543, -100002.03889, -42588.45499 eV